[1]
DFT (ωB97M-V/def2-TZVPD) results for 8 unconnected molecules or ions with the total composition C16H32Br16 in a non-equilibrium geometry.

Atoms and positions in Å:
Br (0.5129, -3.0802, -0.9541)
C (0.8191, -4.5715, -2.1363)
C (2.2858, -4.8958, -2.3896)
Br (2.1522, -6.6004, -3.3750)
H (0.4320, -4.3964, -3.1356)
H (0.3756, -5.3928, -1.6773)
H (2.8429, -5.1802, -1.5519)
H (2.9276, -4.1201, -2.9230)
Br (0.8393, -2.8722, -4.9569)
C (0.6577, -0.9244, -5.4566)
C (1.1353, -0.0652, -4.2255)
Br (0.8829, 1.8164, -4.8662)
H (-0.3453, -0.6870, -5.6975)
H (1.3012, -0.6637, -6.3281)
H (2.1648, -0.1482, -3.8905)
H (0.4065, -0.2609, -3.3893)
Br (4.8729, 0.2350, -2.0030)
C (3.5475, -0.3075, -0.7439)
C (4.0832, 0.0056, 0.6582)
Br (2.6641, -0.4306, 1.9883)
H (3.4270, -1.3375, -0.9606)
H (2.6421, 0.2391, -0.9091)
H (4.2813, 1.0963, 0.7157)
H (4.9352, -0.6656, 0.7487)
Br (-3.4649, 2.9799, -3.8540)
C (-4.0887, 1.1325, -3.6647)
C (-3.0329, 0.2641, -4.3718)
Br (-3.2164, 0.5091, -6.3528)
H (-5.0687, 1.1228, -4.1260)
H (-4.2076, 0.9135, -2.6442)
H (-3.1783, -0.7829, -4.1414)
H (-2.0233, 0.6006, -4.0463)
Br (-1.8201, 2.3197, 1.8127)
C (-1.0094, 0.6218, 1.5298)
C (-1.5859, -0.1995, 0.3563)
Br (-0.8491, 0.6773, -1.1243)
H (-1.1044, 0.0770, 2.4755)
H (0.0576, 0.7554, 1.3832)
H (-2.6326, -0.1096, 0.4074)
H (-1.1554, -1.1931, 0.2602)
Br (2.9538, 3.4483, -0.8443)
C (1.4063, 3.9030, 0.2919)
C (1.5510, 3.6810, 1.7669)
Br (2.6790, 5.1193, 2.4240)
H (0.6302, 3.1921, 0.0227)
H (1.2009, 4.9699, 0.0842)
H (1.9980, 2.7469, 1.9949)
H (0.5945, 3.7371, 2.2708)
Br (2.2140, 4.1199, 6.2620)
C (2.1971, 2.3379, 5.5522)
C (0.7719, 1.9454, 5.1951)
Br (0.7012, -0.0048, 4.9190)
H (2.7224, 1.6629, 6.1838)
H (2.9222, 2.5943, 4.6885)
H (0.2526, 2.3599, 4.3397)
H (0.1551, 1.9966, 6.0996)
Br (-3.6065, -1.9945, 6.2076)
C (-4.2158, -1.2713, 4.4996)
C (-4.9923, -2.2916, 3.6186)
Br (-5.0987, -1.7278, 1.7488)
H (-3.2459, -0.9981, 3.9705)
H (-4.8483, -0.3745, 4.7086)
H (-6.0262, -2.4211, 3.9297)
H (-4.3803, -3.2119, 3.6251)

Properties
structure (SMILES): BrCCBr.BrCCBr.BrCCBr.BrCCBr.BrCCBr.BrCCBr.BrCCBr.BrCCBr
LUMO level: 0.03 eV
total energy: -41813.037221 a.u.
molecular weight: 1502.896 u

***

[2]
DFT (ωB97M-V/def2-TZVPD) results for 7 unconnected molecules or ions with the total composition C32H57Cl2FN8O17 in a non-equilibrium geometry.

Atoms and positions in Å:
C (-4.8163, 1.9471, -3.6014)
C (-4.7667, 1.3180, -5.0159)
C (-3.9974, 2.2018, -6.0175)
C (-4.2091, -0.1193, -4.8546)
C (-2.6569, -0.1111, -4.7052)
C (-2.0270, -0.4876, -6.0756)
C (-2.2481, -1.0598, -3.5522)
O (-1.0543, -1.8367, -3.8114)
C (-0.0580, -1.6892, -2.8814)
C (1.1199, -1.0818, -3.3105)
C (1.3129, -0.5462, -4.7194)
C (1.4484, 0.9927, -4.7410)
C (1.4604, 1.5386, -6.1803)
Cl (0.1437, 1.8238, -3.8106)
C (2.1848, -0.9307, -2.4562)
F (3.3079, -0.3468, -2.8810)
C (2.0805, -1.3805, -1.1744)
C (0.8899, -1.9573, -0.7536)
C (-0.2023, -2.1386, -1.5606)
C (-1.4734, -2.7865, -1.0249)
C (-1.7228, -4.2266, -1.5535)
C (-2.9659, -4.2593, -2.4785)
Cl (-2.1775, -5.2248, -0.0830)
C (1.0788, -2.3469, 0.7018)
O (0.3700, -3.0022, 1.4268)
N (2.3426, -1.7879, 1.0994)
O (2.0250, -0.7304, 1.9767)
C (2.1850, -1.1054, 3.3379)
C (1.6807, 0.0938, 4.1733)
N (2.4249, 1.2845, 3.7765)
C (1.6309, 2.5182, 3.6439)
C (1.6619, 2.9546, 2.1244)
C (0.2875, 2.7067, 1.4255)
O (2.6904, 2.2859, 1.4259)
C (3.0881, -1.3787, -0.0451)
O (4.2725, -1.1384, -0.0867)
H (-5.2744, 2.9409, -3.7140)
H (-5.4664, 1.3585, -2.9467)
H (-3.8177, 2.0999, -3.1746)
H (-5.8109, 1.2830, -5.3601)
H (-3.1631, 2.6971, -5.4983)
H (-3.5519, 1.6331, -6.8385)
H (-4.6662, 2.9628, -6.4283)
H (-4.6669, -0.5771, -3.9648)
H (-4.4985, -0.7614, -5.6968)
H (-2.2845, 0.8813, -4.4504)
H (-1.6555, -1.5148, -6.1338)
H (-1.2351, 0.2324, -6.3107)
H (-2.7706, -0.3813, -6.8714)
H (-3.0721, -1.7717, -3.4268)
H (-2.1701, -0.5266, -2.5970)
H (0.4994, -0.8472, -5.3777)
H (2.2851, -0.9128, -5.0716)
H (2.3898, 1.3097, -4.2893)
H (1.9584, 0.8070, -6.8301)
H (0.4515, 1.7183, -6.5599)
H (2.0259, 2.4724, -6.2481)
H (-2.3041, -2.1053, -1.2213)
H (-1.3706, -2.8220, 0.0610)
H (-0.8423, -4.7014, -1.9818)
H (-3.5779, -5.1140, -2.1775)
H (-3.5984, -3.3850, -2.3091)
H (-2.7212, -4.3550, -3.5401)
H (3.2316, -1.3443, 3.5779)
H (1.5906, -1.9886, 3.6129)
H (1.8327, -0.1722, 5.2239)
H (0.6143, 0.1678, 3.9388)
H (3.2352, 1.4333, 4.3572)
H (0.6099, 2.3416, 3.9668)
H (2.1092, 3.2954, 4.2553)
H (1.8344, 4.0432, 2.0785)
H (0.3586, 2.0291, 0.5672)
H (-0.4462, 2.3132, 2.1374)
H (-0.1075, 3.6654, 1.0675)
H (2.4128, 2.0977, 0.5270)
C (0.4684, 2.5486, 8.2394)
N (0.8800, 1.8878, 6.9710)
O (1.9753, 1.3670, 6.9408)
O (0.0813, 1.9246, 6.0536)
H (1.2679, 2.4427, 8.9620)
H (0.2822, 3.5827, 8.0150)
H (-0.4359, 2.0529, 8.5832)
C (-5.4423, -6.4299, 1.2960)
N (-6.0811, -6.5041, -0.0465)
O (-7.2798, -6.6846, -0.0892)
O (-5.3532, -6.3781, -1.0078)
H (-6.2084, -6.5599, 2.0520)
H (-4.7046, -7.2252, 1.3511)
H (-4.9718, -5.4545, 1.3821)
C (7.1274, -1.1653, 1.2370)
N (8.4562, -1.2123, 1.9061)
O (8.8102, -2.2707, 2.3882)
O (9.1001, -0.1855, 1.9261)
H (6.6726, -2.1466, 1.2974)
H (6.5237, -0.4271, 1.7565)
H (7.2908, -0.8775, 0.2031)
C (2.2087, 6.9483, 9.1608)
N (1.0180, 6.1569, 9.5740)
O (0.9463, 5.0011, 9.1894)
O (0.2008, 6.7154, 10.2647)
H (2.8471, 6.3200, 8.5502)
H (1.8508, 7.8045, 8.5966)
H (2.7213, 7.2618, 10.0654)
C (9.7671, -2.1514, 5.5435)
N (9.6355, -3.1379, 6.6499)
O (8.5588, -3.2241, 7.2031)
O (10.6207, -3.7905, 6.9220)
H (8.8168, -1.6470, 5.4138)
H (10.5448, -1.4473, 5.8250)
H (10.0396, -2.6974, 4.6457)
C (-9.4765, 2.8743, -5.7868)
N (-8.0371, 2.5524, -5.9831)
O (-7.2554, 3.4776, -6.0360)
O (-7.7466, 1.3774, -6.0762)
H (-9.5837, 3.9510, -5.7211)
H (-10.0181, 2.4804, -6.6418)
H (-9.7957, 2.3942, -4.8662)

Properties
structure (SMILES): CC(C)C[C@H](C)COc1c(C[C@@H](C)Cl)c(F)c2c(c1C[C@H](C)Cl)C(=O)N(OCCNC[C@H](C)O)C2=O.C[N+](=O)[O-].C[N+](=O)[O-].C[N+](=O)[O-].C[N+](=O)[O-].C[N+](=O)[O-].C[N+](=O)[O-]
LUMO level: -0.37 eV
total energy: -3990.222107 a.u.
molecular weight: 915.751 u

***

Number 1: Kohn-Sham gap 10.0708 eV. Number 2: Kohn-Sham gap 7.7333 eV.